{
  "formula": "C3H8O2",
  "method": "ωB97M-V with the def2-TZVPD basis set",
  "smiles": "C=CCO.O",
  "e_above_lowest_kj_mol": 188.5,
  "symbols": ["C", "C", "C", "O", "H", "H", "H", "H", "H", "H", "O", "H", "H"],
  "positions_angstrom": [[-1.0246, -0.3564, -0.9601], [0.1803, 0.0467, -0.5343], [1.2423, 0.4540, -1.4922], [1.7671, 1.7885, -1.3189], [-1.6430, -0.9369, -0.2882], [-1.4137, -0.0725, -1.9320], [0.3923, -0.4886, 0.3919], [2.1070, -0.2165, -1.4029], [0.8798, 0.4078, -2.5143], [1.8855, 1.9068, -0.3532], [-1.6809, -0.5919, 3.5769], [-1.9703, -1.4813, 3.3424], [-0.7218, -0.4597, 3.4849]],
  "lowdin_charge": [0.02, -0.17, -0.27, -0.09, 0.05, 0.06, 0.09, 0.12, 0.11, 0.09, -0.07, 0.03, 0.04]
}